No. 1
The following is a quantum chemistry calculation of a structure of composition C88H192F2N9O4S2, from the OMol25 dataset.

As for the frontier orbital gap: 0.351 Eh. Its charge is +7. Its multiplicity is 1. The value obtained for the lowest unoccupied orbital energy is -9.06 eV.

```
297
Properties=species:S:1:pos:R:3:mulliken_charge:R:1
H -5.037 5.968 -4.486 0.391
C -4.123 -2.143 -2.288 -0.756
H -5.444 -7.755 8.751 0.474
C -6.308 1.914 -6.467 -1.383
H -2.556 -2.988 5.655 0.327
H 2.308 3.383 8.352 0.223
F 2.459 -0.153 2.261 -0.332
H -1.830 10.679 -5.799 0.330
H -3.938 3.094 2.383 0.357
H 2.712 -3.543 6.613 0.417
H 4.144 7.816 7.309 0.362
H -5.759 1.549 -7.354 0.331
H -6.086 -2.987 -1.979 0.335
C -4.085 -2.742 -4.627 -0.653
H 3.243 -6.940 6.905 0.327
C -6.203 -7.165 8.347 -0.895
H 1.598 6.770 -1.074 0.355
H 3.115 -13.397 -9.169 0.360
H -7.100 7.649 0.234 0.513
H -9.933 6.440 1.830 0.420
C -5.959 3.378 1.524 -0.039
H 0.921 -10.869 -8.937 0.622
H -4.987 7.187 -0.973 0.341
C 5.860 -0.058 4.524 -1.146
C 3.539 -4.034 7.173 -0.784
C -4.387 -3.247 4.568 -0.637
C 2.851 -9.932 -11.535 -0.671
H -8.907 5.534 2.862 0.273
H -5.298 -5.189 8.581 0.298
C -0.591 0.510 7.752 -1.365
C -4.467 -0.323 -3.867 -0.972
H 2.577 -7.215 3.225 0.384
C 4.216 -5.972 3.825 0.088
N -3.765 -1.631 -3.655 0.945
C -4.881 6.120 -0.972 -0.404
F 0.738 0.248 -0.357 -0.262
H 0.990 1.661 6.922 0.385
H -4.536 -3.797 6.645 0.510
C -1.010 10.818 -6.527 -0.756
H 6.115 -3.576 6.537 0.516
H 0.921 11.953 -3.392 0.257
C -6.249 5.586 -0.686 -1.390
C 5.031 -2.486 5.024 -0.106
C -7.890 7.333 2.184 -0.721
H -9.073 -4.078 6.218 0.505
H 9.207 -1.353 -4.486 0.402
H 0.343 -5.508 -8.580 0.322
C 2.158 7.634 -0.690 -1.454
H 10.802 -4.695 -3.739 0.385
C 4.251 -1.719 -5.703 -1.364
H 2.143 11.410 -2.111 0.424
C -0.820 5.716 10.251 -0.593
H 5.406 -6.504 6.032 0.398
H -4.305 4.715 -2.451 0.367
C -8.303 5.380 0.730 -0.742
C 0.326 11.047 -5.747 -0.155
H 2.543 9.877 -5.816 0.360
H 10.223 -1.306 -3.042 0.659
H -5.857 7.483 1.613 0.218
H 3.103 -4.325 4.489 0.653
N 1.250 5.166 9.049 0.743
H -2.369 11.434 -7.996 0.411
C 1.891 11.494 -3.174 -0.529
C -7.566 -6.479 6.566 -0.547
H 7.156 0.591 -3.590 0.230
C 7.927 0.360 -0.668 -0.571
H -5.468 -4.456 -4.329 0.470
H 1.693 -5.284 -9.579 0.380
H -4.101 5.820 -0.277 0.308
O -0.798 2.001 -0.061 -0.616
H -1.597 6.478 10.417 0.419
H 3.957 -11.213 -9.495 0.280
H 1.663 3.960 10.818 0.394
N 1.701 10.049 -3.796 0.439
H 3.357 -5.031 9.124 0.338
H 2.299 -9.639 -13.565 0.333
H -4.851 5.238 1.601 0.272
H 10.221 -3.876 -5.266 0.349
C -1.489 11.799 -7.494 -1.598
H 1.381 0.969 8.471 0.361
H 6.849 -1.928 4.058 0.290
H -8.414 4.304 0.562 0.507
H 4.742 -6.791 4.306 0.172
H -6.317 5.599 -3.381 0.302
C 1.303 3.855 8.316 -1.038
H -6.378 2.967 -6.547 0.408
H -5.068 -2.669 3.914 0.278
H 5.227 0.292 5.311 0.360
H 4.488 6.212 6.706 0.364
H -0.763 12.008 -8.239 0.389
C -0.371 -0.201 -4.318 -1.487
H 6.727 -2.811 -4.653 0.377
H 0.336 8.986 -4.966 0.571
O 0.274 -1.180 2.769 -0.566
C -2.305 -1.416 -3.641 -1.732
H 6.874 0.282 -0.374 0.282
C 3.057 -5.148 8.079 -0.552
N 8.187 -0.989 -2.629 0.572
H -0.530 0.522 -3.493 0.399
C 2.307 -8.636 -9.704 -1.202
O 1.255 0.776 4.038 -0.540
H 2.475 -13.110 -7.533 0.335
H 1.123 -8.939 -8.029 0.413
H -6.771 -4.733 4.840 0.413
H -3.250 -2.564 -1.764 0.339
H -5.323 -0.368 -3.219 0.664
C 3.003 12.039 -4.038 -0.539
H -6.765 -6.795 9.157 0.430
H 2.629 6.835 9.200 0.621
H 0.598 6.590 11.632 0.400
H 3.322 -10.638 -7.993 0.344
N 0.214 1.154 1.918 -0.463
C 0.616 1.447 7.901 -0.592
H -0.465 -0.282 7.032 0.390
C 2.915 9.816 -4.777 -0.564
C 3.215 -12.768 -8.291 -1.446
C -9.353 -2.581 7.844 -1.407
H 1.239 8.069 -3.292 0.466
H 4.153 -2.142 5.535 0.441
C -8.880 6.137 1.958 -0.725
H 0.783 -7.687 -11.841 0.288
O -1.285 -0.352 0.507 -0.546
H 3.544 8.002 -2.352 0.346
C 0.292 5.639 11.293 -0.746
H 3.433 5.393 8.849 0.486
H 2.568 12.480 -4.917 0.252
H -7.020 6.132 -1.298 0.453
C 1.890 -6.879 -7.893 -0.509
H -0.523 5.785 8.045 0.297
H -5.733 -2.794 6.209 0.376
H 6.078 -4.284 4.895 0.496
H 1.979 -5.278 8.083 0.313
C 6.211 -1.553 4.894 -0.627
C 5.508 -3.773 5.628 -1.318
H -0.059 5.058 12.146 0.347
C -8.508 -3.448 6.852 -0.358
H 4.640 11.008 -5.176 0.373
H 0.232 2.668 9.678 0.405
H -0.794 2.994 8.264 0.383
H 8.885 2.012 -1.798 0.351
H 2.869 -10.918 -12.006 0.422
C -7.430 -4.178 7.667 -1.194
H -2.715 -1.879 4.229 0.482
C 3.215 -6.436 2.840 -1.480
C -6.058 -4.852 5.657 -1.325
C 2.444 6.419 7.149 -0.085
H -3.784 0.459 -3.651 0.181
C 9.300 -1.681 -3.457 -0.859
H -6.915 2.964 1.744 0.310
H 6.959 -2.687 -2.481 0.678
H -5.432 -5.719 5.418 0.596
C 6.879 -1.708 -2.822 -2.075
H 8.473 0.713 0.185 0.450
H -5.220 3.129 3.544 0.364
H -5.849 -0.701 -5.592 0.386
H 3.456 12.894 -3.445 0.418
H -4.710 2.201 -5.058 0.437
H -5.639 7.305 -3.392 0.298
H -7.661 -6.470 5.477 0.280
C 0.233 2.790 8.599 -0.459
H -4.720 -4.182 -2.068 0.300
H 0.152 -8.721 -13.051 0.465
H -4.673 -6.056 7.165 0.489
H 7.178 2.048 -1.889 0.336
N 1.838 -9.795 -10.411 0.065
C 0.453 9.983 -4.628 -1.346
C -5.290 -3.409 -4.057 -0.674
H 3.654 -6.886 1.897 0.358
H -3.437 6.237 -2.446 0.329
H 4.526 -2.640 -6.283 0.317
C -5.393 6.192 -3.469 -1.190
H 6.875 -1.569 5.771 0.423
H 0.270 12.046 -5.322 0.327
C 3.108 -11.328 -8.803 -0.368
H 1.433 -6.893 -6.893 0.287
H 3.276 8.789 -4.593 0.268
H 1.451 8.139 0.044 0.331
H 4.628 -0.756 -3.901 0.359
H 9.561 -3.635 -2.311 0.278
C 8.532 -0.942 -1.146 -0.559
H 0.240 -1.026 -3.953 0.325
H -2.050 -0.687 -2.865 0.622
H -6.714 -3.438 7.991 0.540
H -8.736 5.982 -0.042 0.419
H 9.658 -0.940 -1.171 0.373
C 6.388 -1.826 -4.252 -0.150
C 8.047 1.355 -1.834 -0.765
H 4.145 -12.983 -7.769 0.395
H -7.425 7.104 3.116 0.332
H -6.167 1.769 -4.306 0.273
H 5.370 0.048 3.489 0.202
H 1.118 11.025 -6.478 0.419
H 4.124 -7.014 8.432 0.461
C 2.536 5.983 8.594 -1.052
H 0.070 0.426 -5.108 0.428
H 8.320 -3.688 -3.620 0.131
H -1.358 -1.694 -5.515 0.283
H 1.762 -4.705 -7.976 0.266
C 3.514 -5.169 4.973 -1.313
H -10.078 -3.210 8.349 0.358
H 2.862 -8.123 -12.832 0.348
H -1.836 -2.389 -3.354 0.694
H -1.431 1.113 7.392 0.351
C -5.166 -3.260 -2.513 -0.496
H 3.169 -1.726 -5.694 0.341
H 11.349 -3.139 -4.048 0.358
H 1.600 7.044 6.970 0.458
H -8.762 -2.103 8.630 0.353
H -4.176 -4.040 3.886 0.487
H 4.459 10.513 -3.412 0.297
H 4.053 -3.281 7.705 0.479
H -1.297 4.753 10.370 0.237
C 3.958 10.845 -4.323 -0.505
C 1.305 -8.093 -8.644 -0.463
C 3.800 -6.392 7.589 -0.856
H -8.624 -6.263 6.921 0.427
C -5.592 -5.915 7.809 -0.684
C 2.329 -9.052 -12.633 -0.608
C 1.828 -11.039 -9.549 -0.745
H 2.881 7.247 0.000 0.429
C 4.860 -1.740 -4.282 -0.536
H -7.272 1.451 -6.456 0.364
H 8.952 0.694 -3.729 0.411
H 3.797 7.440 5.717 0.401
N 4.410 -4.642 6.125 0.315
H 5.800 -5.568 7.591 0.496
C -5.196 -3.631 5.815 -0.582
H -0.175 -9.258 -10.495 0.448
H 2.716 -5.735 5.420 0.654
H -3.188 -3.421 -4.672 0.485
C 0.567 -9.650 -11.135 -0.597
H -8.376 8.323 2.178 0.389
C 8.082 0.466 -3.058 -0.444
H 0.782 9.284 -2.057 0.387
H -2.076 -0.079 -5.418 0.223
H 3.868 -9.822 -11.154 0.437
H -6.349 -8.142 6.401 0.365
C 3.757 7.009 6.693 -1.529
H 3.200 -8.826 -9.174 0.480
H -3.747 -1.484 5.618 0.239
C -6.965 -7.689 7.140 -0.675
S 0.904 0.090 2.871 1.201
H 2.583 -5.638 2.455 0.370
H 4.664 -2.749 3.978 0.139
C 2.770 8.543 -1.800 -0.024
H 8.164 -1.833 -0.655 0.342
C 9.292 -3.213 -3.329 -0.163
H 2.307 5.571 6.455 0.162
H -5.747 3.021 0.484 0.215
H -7.730 -8.411 7.447 0.369
H 6.804 0.558 4.546 0.374
H -4.303 -2.426 -5.655 0.338
C -3.245 -2.359 5.052 -1.245
N -6.702 -5.310 6.937 0.730
H 4.949 -5.279 3.393 0.214
H 0.356 7.036 8.965 0.439
C -6.783 7.139 1.126 -0.610
C -5.933 4.845 1.676 -0.785
H -1.869 12.700 -7.168 0.426
H 3.237 9.380 -1.242 0.315
H -4.625 -1.460 -1.606 0.386
C 0.878 -8.691 -12.239 -0.671
C -5.508 1.505 -5.190 -0.597
H 2.979 -6.979 -7.831 0.359
H 2.442 5.470 10.921 0.326
H -7.900 -4.673 8.527 0.560
H 2.489 -7.973 -10.490 0.558
H 6.110 -1.351 -2.216 0.853
S -0.416 0.770 0.553 1.108
H -8.093 -2.746 6.161 0.270
H -6.202 -2.899 -4.412 0.211
H -6.294 4.545 -0.933 0.744
C 1.455 -5.581 -8.585 -1.202
H 0.330 -7.787 -9.032 0.273
C -4.435 5.763 -2.394 -0.561
H -0.726 -0.004 8.710 0.346
C -5.062 -0.016 -5.292 -0.528
C 5.035 -5.856 6.845 -0.496
C -1.611 -0.840 -4.858 0.049
H 1.130 4.151 7.279 0.399
H 4.627 -0.873 -6.292 0.368
C -0.007 5.968 9.007 -0.676
H 4.448 -2.550 -3.651 0.298
H -6.317 5.031 2.720 0.503
H -9.907 -1.771 7.363 0.393
H -0.994 9.819 -6.910 0.398
H -0.352 10.224 -4.000 0.582
C 1.490 4.997 10.591 -0.546
C 10.462 -3.778 -4.209 -1.310
H 1.578 -11.772 -10.303 0.470
H 6.835 -0.964 -4.898 0.296
H -4.938 1.708 2.532 0.517
C -4.968 2.762 2.543 -1.642
H 0.309 -10.675 -11.411 0.532
C 1.610 8.940 -2.731 -1.099
N -6.783 5.711 0.757 0.664
H -4.261 0.014 -5.998 0.394
```

=====

No. 2
The following is a quantum chemistry calculation of a structure of composition C88H56Cl8F6InN3O24S6, from the OMol25 dataset.

As for the frontier orbital gap: 0.249 Eh. Its charge is 0. Its multiplicity is 1. The value obtained for the lowest unoccupied orbital energy is -2.35 eV.

```
192
Properties=species:S:1:pos:R:3:mulliken_charge:R:1
C -9.802 -34.180 -6.914 -0.437
C -18.235 -24.824 -2.424 0.288
H -11.416 -23.381 -6.304 -0.475
C -16.994 -23.870 0.917 -0.546
H -13.922 -28.169 -4.969 0.284
F -20.554 -27.961 -1.000 -0.159
C -11.550 -31.516 -0.238 -0.831
H -13.390 -31.792 -7.120 0.521
C -18.433 -22.028 -2.756 0.254
C -15.747 -27.072 -8.084 -0.208
O -7.895 -20.220 -3.518 -0.685
Cl -10.712 -27.433 -2.287 0.343
Cl -12.261 -21.200 -6.832 -0.195
S -14.614 -24.190 -4.307 -0.368
C -11.645 -28.489 -8.634 -0.927
C -11.504 -19.656 -3.825 0.708
O -15.065 -25.943 -0.760 -0.794
H -12.219 -32.919 -4.944 0.751
C -12.937 -24.310 2.177 0.108
N -18.488 -28.064 -0.038 -0.077
O -18.173 -23.675 -7.819 -0.944
C -10.439 -17.521 -5.457 -0.931
C -12.047 -20.700 -2.952 0.616
H -14.302 -29.699 -7.003 -0.024
C -22.874 -24.690 -9.043 -0.478
H -10.673 -27.608 -4.920 -0.059
H -9.238 -29.195 -1.847 0.155
Cl -13.004 -23.859 -9.384 -0.179
C -10.128 -19.481 -4.057 1.195
F -14.154 -23.745 -1.360 -0.556
O -8.798 -21.660 1.327 -0.670
H -20.541 -21.295 -4.287 0.467
H -10.480 -33.577 -8.791 0.494
F -14.272 -25.371 -5.294 0.304
C -12.219 -18.828 -0.290 -0.663
H -11.546 -25.884 -6.445 0.442
C -19.014 -24.288 -3.568 0.754
H -21.958 -22.933 -5.685 0.599
H -12.454 -16.985 -5.643 0.401
O -20.774 -28.334 1.410 -0.528
H -9.240 -17.454 -1.188 0.413
C -12.360 -31.184 -1.270 0.179
H -23.933 -24.816 -9.261 0.410
C -18.466 -27.079 -8.804 0.261
C -13.831 -29.380 -2.438 -0.317
F -16.144 -27.192 -4.726 0.459
C -10.985 -30.833 -8.270 0.445
C -9.591 -18.509 -4.933 -0.872
O -18.430 -27.828 -5.306 -0.636
H -12.320 -26.479 -8.800 0.042
H -10.731 -32.204 -0.409 0.520
C -11.781 -17.657 -5.105 -0.657
C -17.869 -23.938 -1.310 -0.216
C -19.925 -27.094 -9.181 0.215
C -20.216 -24.659 -8.486 0.296
C -9.873 -31.556 -6.102 0.632
O -13.268 -20.859 -2.787 -0.727
C -11.800 -19.894 0.463 -0.034
C -20.926 -23.464 -8.482 -0.102
O -16.264 -28.536 0.219 -0.683
O -15.706 -23.489 -4.870 -0.334
C -9.945 -18.150 -0.742 -0.441
C -9.507 -33.830 -5.608 -0.661
O -11.498 -32.911 -2.552 -0.696
C -15.822 -19.883 -5.577 1.238
H -16.569 -21.826 1.487 0.336
N -15.220 -25.161 -3.139 -0.332
H -18.191 -29.059 -9.448 0.604
Cl -9.542 -21.850 -6.432 -0.164
C -9.966 -30.072 -5.612 -0.049
H -8.582 -24.288 -0.923 0.645
C -20.663 -24.484 -5.254 -0.894
Cl -15.801 -20.038 -7.364 -0.184
O -16.882 -30.394 -1.660 -0.471
C -10.283 -31.906 -7.397 0.512
C -11.021 -22.334 1.647 0.024
C -12.757 -31.271 -3.810 0.695
O -16.643 -29.392 -5.693 -0.430
H -22.848 -22.575 -8.840 0.472
C -20.342 -22.374 -4.321 -0.586
C -18.734 -24.715 -8.187 0.265
S -17.196 -28.382 -4.892 0.797
C -10.465 -20.113 0.514 0.934
C -17.346 -21.846 -0.468 -0.680
C -21.100 -23.223 -5.121 -1.006
C -12.800 -20.887 0.871 0.890
C -17.891 -22.597 -1.463 0.866
C -12.397 -22.111 1.530 0.442
H -19.495 -26.120 -4.544 0.788
C -11.306 -17.933 -0.830 -0.610
C -17.682 -28.235 -9.018 -1.231
H -16.719 -20.354 -5.215 -0.176
C -9.472 -32.551 -5.177 -0.623
H -14.832 -20.294 -5.239 -0.633
C -13.244 -30.036 -1.213 0.604
F -16.875 -27.027 1.707 -0.183
O -20.437 -28.083 -9.666 -0.656
C -16.923 -22.476 0.685 -0.455
H -8.417 -19.535 0.014 0.342
O -19.880 -26.177 0.474 -0.514
H -9.266 -34.666 -4.968 0.396
H -21.260 -25.167 -5.876 0.403
H -22.697 -26.836 -9.215 0.470
H -13.254 -18.623 -0.547 0.349
Cl -14.069 -21.685 -10.896 -0.185
H -12.730 -29.250 1.971 0.541
H -15.233 -23.475 -9.754 0.177
H -9.915 -35.182 -7.288 0.383
C -11.572 -24.553 2.414 -0.709
C -13.723 -29.260 -4.955 0.557
O -17.164 -31.376 -4.062 -0.541
C -13.311 -29.416 -0.009 -0.156
H -13.999 -28.627 0.072 0.478
C -12.338 -18.680 -4.356 -0.638
C -12.525 -29.778 1.056 -1.174
C -20.791 -25.879 -8.890 0.358
O -18.013 -26.063 -2.337 -0.634
C -11.527 -26.900 -6.823 -0.184
H -11.219 -25.539 2.786 0.361
C -13.322 -31.357 -6.136 -1.352
Cl -8.538 -27.610 -0.370 -0.189
H -14.534 -22.380 -8.612 -0.292
F -19.014 -30.532 -2.958 -0.337
H -16.620 -24.364 1.849 0.545
C -11.044 -21.660 -2.409 0.788
S -14.260 -25.385 -1.897 0.128
H -14.430 -22.849 1.590 -0.145
C -12.134 -31.878 -2.605 0.562
H -12.144 -28.883 -9.515 0.474
C -22.217 -23.430 -8.850 -0.893
C -9.508 -19.266 -0.025 -0.091
C -9.145 -28.124 -1.984 -0.592
C -10.593 -23.721 -1.199 -0.467
C -9.651 -21.469 -2.596 0.772
O -17.974 -20.994 -3.188 -0.710
O -14.633 -28.427 -2.356 0.630
H -12.627 -22.846 -1.442 -0.525
C -13.345 -29.958 -3.750 -0.041
C -19.325 -22.898 -3.550 0.304
C -11.838 -27.231 -8.149 0.082
H -17.141 -20.764 -0.566 0.415
H -10.947 -31.049 1.744 0.500
O -17.495 -29.251 2.145 -0.611
H -13.449 -18.700 -4.280 -0.227
C -9.099 -20.413 -3.440 -0.004
Cl -15.858 -18.162 -4.980 -0.219
C -16.361 -28.246 -8.595 -0.430
C -8.802 -22.477 -2.145 -0.428
H -8.551 -18.652 -5.215 0.483
C -10.237 -33.230 -7.803 -0.802
S -20.084 -27.586 0.441 0.958
C -22.126 -25.920 -9.067 -0.672
O -9.691 -29.773 -4.470 -0.413
C -9.227 -23.585 -1.407 -1.695
H -15.729 -29.121 -8.781 0.411
C -12.745 -31.971 -4.996 -0.852
H -9.532 -23.734 2.274 0.397
S -17.390 -30.393 -3.055 1.103
C -9.977 -21.416 1.165 -0.019
H -11.035 -24.552 -0.674 0.717
C -16.491 -25.948 -7.854 -0.622
H -9.258 -32.244 -4.128 0.340
H -17.542 -25.652 -0.085 0.073
C -14.379 -22.828 -9.587 0.471
C -17.376 -24.594 -0.163 -0.022
H -7.748 -22.431 -2.500 0.420
O -12.947 -25.869 -2.200 0.719
O -13.936 -20.706 0.610 -0.691
C -10.633 -23.587 2.169 -0.905
H -11.647 -17.024 -1.329 0.383
H -11.322 -22.271 -4.978 -1.434
O -13.357 -23.514 -4.102 -0.495
H -16.031 -25.048 -7.464 0.962
C -11.093 -29.413 -7.810 0.801
O -11.537 -31.135 -9.313 -0.697
C -11.172 -22.346 -6.033 2.409
C -13.811 -30.061 -6.123 -0.209
C -19.706 -25.094 -4.445 -0.514
In -16.637 -27.617 -1.569 2.491
N -17.228 -28.883 -3.369 -0.285
C -17.858 -25.951 -8.227 0.788
C -10.991 -27.851 -5.989 -0.440
H -8.482 -27.763 -2.735 0.406
S -17.394 -28.361 1.083 0.917
H -13.471 -25.215 2.202 0.529
H -20.351 -22.598 -8.234 0.712
C -10.711 -29.093 -6.531 0.257
C -11.520 -22.781 -1.709 0.804
C -11.592 -30.784 0.950 -0.958
H -14.648 -26.985 -7.894 -0.016
H -10.044 -16.748 -6.105 0.450
C -13.381 -23.072 1.762 -0.181
```